Below is a structure of composition C33H30AsCrNO2PSSe2 at a distorted geometry, with properties calculated with ωB97M-V/def2-TZVPD.

## Properties
**Energy**: -280370.91252 eV
**HOMO-LUMO gap (spin up / spin down)**: 7.004 / 7.437 eV
**Multiplicity**: 2

The geometry in XYZ format:
```
72
Properties=species:S:1:pos:R:3:forces:R:3
Cr 1.7235 0.1548 -0.5336 1.3640 -0.6069 1.2480
S 2.5753 2.3085 -0.4158 0.2883 -0.2414 0.0136
C 1.4342 3.5859 -0.7892 -0.5078 -0.4552 -0.0287
C 1.8424 4.9151 -0.7298 0.0076 -0.1310 -0.0090
C 0.9210 5.9248 -0.9216 -0.0735 0.0179 -0.0389
C -0.4064 5.6237 -1.1936 -0.0784 0.0043 -0.0577
C -0.8107 4.3015 -1.2918 -0.1921 -0.2963 -0.0539
C 0.1017 3.2715 -1.0914 0.3298 0.0303 0.1355
As -0.2995 1.3582 -1.0839 -1.1672 0.9497 -0.6169
C -2.2473 1.4763 -0.8759 0.1599 -0.1988 0.3729
C -3.1620 1.2317 -1.8939 0.4804 -0.1033 -0.1563
C -4.5159 1.4208 -1.6652 -0.0524 0.0271 -0.0147
C -4.9629 1.8554 -0.4288 -0.0191 -0.0106 -0.0096
C -4.0562 2.1038 0.5889 0.0012 0.0387 0.0233
C -2.7048 1.9147 0.3664 0.4808 -0.0686 0.0031
C -0.0547 0.8537 -2.9492 0.1070 0.0834 -0.2076
C 0.7442 1.6392 -3.7771 0.0372 0.2618 0.2705
C 0.9909 1.2571 -5.0841 0.0468 -0.0348 -0.0928
C 0.4574 0.0756 -5.5739 0.0134 0.0255 -0.0383
C -0.3115 -0.7302 -4.7488 -0.0201 -0.0139 -0.0144
C -0.5637 -0.3471 -3.4431 -0.1030 -0.0998 0.3046
H 2.8746 5.1355 -0.5090 0.1270 0.0744 0.0415
H 1.2360 6.9552 -0.8506 0.0266 0.0960 0.0072
H -1.1253 6.4194 -1.3242 -0.0493 0.0281 -0.0430
H -1.8459 4.0565 -1.5106 0.0579 0.0898 0.0257
H -2.8121 0.8995 -2.8661 -0.0921 0.0338 0.0706
H -5.2261 1.2359 -2.4580 -0.0184 -0.0344 -0.0734
H -6.0187 2.0034 -0.2584 -0.0978 0.0101 0.0100
H -4.4030 2.4501 1.5514 0.0091 0.0002 0.0862
H -1.9793 2.1152 1.1530 -0.2134 -0.0292 -0.0284
H 1.1807 2.5571 -3.3904 -0.0868 -0.0741 -0.0859
H 1.6058 1.8820 -5.7176 0.0122 0.0115 -0.0175
H 0.6457 -0.2179 -6.5965 0.0259 -0.0418 -0.0579
H -0.7104 -1.6664 -5.1130 -0.0215 -0.0274 -0.0378
H -1.1461 -0.9967 -2.7964 0.0323 0.0989 -0.1095
Se 1.8599 -0.5436 1.9176 -0.2890 0.2305 -0.6444
P 0.0343 -1.7807 1.6704 -0.1822 0.1508 0.1957
Se -0.6852 -2.0733 -0.3149 -0.0157 0.2687 0.1947
C 0.3991 -3.3345 2.5512 -0.1413 0.3423 -0.1802
C 0.5082 -4.5389 1.8728 -0.0125 0.0634 -0.0582
C 0.8350 -5.6856 2.5788 0.0326 -0.0737 0.0848
C 1.0540 -5.6249 3.9456 -0.0203 -0.0494 0.0076
C 0.9588 -4.4131 4.6160 0.0240 0.0418 0.1410
C 0.6336 -3.2636 3.9205 0.0244 -0.0101 -0.0709
C -1.3258 -0.9631 2.5979 0.4306 -0.1191 -0.1899
C -2.5813 -1.5574 2.5354 -0.0187 -0.0213 0.0540
C -3.6702 -0.9173 3.0943 -0.0594 -0.0834 -0.0114
C -3.5107 0.3124 3.7143 -0.0007 0.1293 0.0508
C -2.2586 0.8970 3.7866 -0.1509 0.0870 0.0699
C -1.1651 0.2638 3.2224 0.2596 -0.0957 0.0407
H 0.3676 -4.5718 0.8015 -0.0330 0.0434 -0.0739
H 0.9291 -6.6273 2.0587 -0.0041 -0.0649 -0.0541
H 1.3027 -6.5231 4.4955 0.0232 -0.0170 -0.0063
H 1.1474 -4.3663 5.6801 -0.0122 0.0031 0.0302
H 0.5832 -2.3029 4.4181 -0.0467 -0.0194 0.1219
H -2.6993 -2.5034 2.0243 -0.0478 -0.0266 -0.0335
H -4.6493 -1.3674 3.0330 -0.0956 -0.0638 0.0005
H -4.3671 0.8227 4.1296 -0.0900 0.0201 0.0784
H -2.1309 1.8550 4.2687 -0.0047 0.0935 0.0578
H -0.1841 0.7226 3.2617 -0.0283 -0.0109 -0.0260
N 4.3726 -0.0026 -0.6599 -0.2798 0.4225 0.4294
C 4.9424 -1.3186 -0.9506 0.0186 -0.3408 0.1058
C 4.1682 -2.4198 -0.2280 -0.2915 -0.0085 -0.2552
C 2.7387 -2.5873 -0.7650 1.2731 -1.1690 0.8911
O 2.2145 -3.6765 -0.8344 0.0729 0.2316 -0.1822
O 2.1822 -1.4765 -1.1130 -0.9166 0.5864 -1.3932
H 4.8020 0.7040 -1.2514 -0.1991 0.0297 0.1233
H 4.5770 0.2533 0.3076 0.0114 0.0032 -0.2427
H 5.9972 -1.3667 -0.6420 -0.1348 -0.0267 -0.1736
H 4.8923 -1.4847 -2.0326 0.0408 0.0616 0.1508
H 4.0833 -2.1817 0.8386 0.0356 -0.0450 -0.0840
H 4.6739 -3.3794 -0.3251 0.0139 0.0227 0.0307
```
Forces are in eV/Å.

Atom charges from the Mulliken analysis, given in e for atoms 1 to 2: number 1, Cr, carries 0.9469; number 2, S, carries -0.4595

---

Below is a structure of composition C34H50N3O7PW, with properties calculated with ωB97M-V/def2-TZVPD.

## Properties
**Total charge**: +2
**Energy**: -65975.37340 eV
**HOMO-LUMO gap (spin up / spin down)**: 7.003 / 7.031 eV
**Multiplicity**: 3

The geometry in XYZ format:
```
96
Properties=species:S:1:pos:R:3:forces:R:3
W 0.5286 -0.2922 -0.1267 0.1354 0.4400 -0.1107
C 0.6168 1.3551 -2.8878 -0.0672 0.0319 0.3047
O 0.0566 1.2051 -1.5555 -0.1494 0.3291 -0.3089
C -0.4626 2.4919 -1.0896 -0.0144 -0.3117 -0.0062
C -0.9992 2.3638 0.3306 -0.0733 -0.2404 -0.1758
O -1.1842 0.9603 0.6344 -0.2570 0.0697 -0.0135
C -2.4838 0.6625 1.2136 0.1172 -0.0048 -0.0188
C -3.6625 1.1333 0.3543 0.0923 0.0065 0.1260
O -3.2672 1.2437 -0.9842 -0.0270 -0.0385 -0.1727
C -4.3655 1.6216 -1.8069 0.0194 0.0016 -0.0550
H 1.3706 2.1356 -2.8692 0.0630 0.0710 0.0076
H 1.0614 0.4101 -3.1668 0.0344 -0.1594 -0.0441
H -0.1877 1.6184 -3.5651 -0.0981 0.0202 -0.0879
H 0.3509 3.2066 -1.1181 0.1462 0.1403 -0.0324
H -1.2438 2.7664 -1.7903 -0.0984 -0.0068 -0.0532
H -0.3176 2.7814 1.0541 0.1949 0.0843 0.1806
H -1.9559 2.8668 0.4058 -0.0478 0.0522 -0.0204
H -2.4940 -0.4085 1.3491 -0.0140 -0.0870 -0.0645
H -2.5242 1.1343 2.1923 -0.0132 0.0525 0.1407
H -4.4694 0.4011 0.4633 -0.0504 -0.0382 0.0613
H -4.0480 2.0941 0.7139 0.0032 0.0554 0.0332
H -3.9843 1.7554 -2.8175 -0.0115 -0.0258 0.0150
H -5.1358 0.8440 -1.8102 0.0325 0.0398 0.0156
H -4.8088 2.5617 -1.4642 0.0225 -0.0058 0.0107
C 0.6121 -2.9589 3.0563 0.0725 0.0100 0.0217
C 1.3589 -1.6840 2.8749 -0.0012 0.0103 0.0682
N 1.3032 -0.7575 1.9065 -0.0563 -0.0790 0.0021
C 2.1588 0.2684 2.3159 -0.0215 0.0236 -0.2327
C 2.7353 -0.0484 3.4938 -0.0464 -0.1439 0.1791
N 2.2195 -1.2701 3.8139 0.0171 -0.0734 0.0972
C 3.7126 0.5765 4.4414 0.1176 -0.0561 0.0570
O 4.1954 1.7534 4.1279 0.1055 -0.0607 0.1737
O 4.0040 -0.0516 5.4219 -0.0276 -0.0062 0.0257
C 2.2854 1.4791 1.4946 -0.3358 -0.2376 -0.2083
O 2.9679 2.4244 1.8111 0.2450 0.2423 0.0802
O 1.5568 1.4046 0.4143 0.2927 0.2568 0.0488
H -0.4309 -2.7574 3.2939 -0.0005 0.0042 0.0202
H 1.0429 -3.5100 3.8913 0.0052 0.0228 -0.0247
H 0.6545 -3.5907 2.1764 0.0121 0.0139 -0.0020
H 2.4710 -1.7501 4.6695 0.0188 -0.0211 0.0728
H 3.8305 2.0943 3.2821 -0.1132 0.1656 -0.1646
C 4.5112 -3.3761 -0.4692 0.0877 -0.0195 -0.0055
C 3.1667 -2.8131 -0.0010 0.0732 -0.1503 -0.0598
C 2.1228 -3.9378 0.0051 0.1433 -0.0139 -0.0059
P 2.5866 -1.3878 -1.0339 -0.0483 0.1299 0.1161
C 4.1041 -0.4575 -1.4572 0.0694 -0.1033 -0.1286
C 3.8783 0.7083 -2.4152 0.0725 -0.0372 0.0120
C 4.8529 0.0052 -0.2037 0.0578 0.0166 0.0246
C 1.8650 -2.1921 -2.4587 0.0301 -0.0619 -0.0427
C 2.5939 -2.8583 -3.4406 0.1305 0.0485 0.0124
C 1.9861 -3.7675 -4.2963 0.0285 -0.0351 -0.0957
C 2.7520 -4.4555 -5.3928 0.0046 -0.0043 0.0186
C 0.6321 -4.0292 -4.0910 -0.0893 -0.0586 -0.0241
C -0.1162 -3.3605 -3.1345 0.0273 -0.0049 -0.0292
C 0.4858 -2.3952 -2.3327 -0.1706 0.0596 0.1745
N -0.2462 -1.6146 -1.3600 -0.0670 -0.3630 -0.2583
C -1.6966 -1.7258 -1.4382 0.1646 0.0412 0.0426
C -2.3600 -2.2355 -0.3159 -0.0965 -0.1380 0.0048
C -1.6029 -2.6262 0.9170 -0.0478 0.0271 0.0382
C -3.7349 -2.4122 -0.3461 -0.0448 -0.0054 0.0481
C -4.4847 -2.0854 -1.4730 -0.0478 -0.0011 -0.0459
C -5.9725 -2.3081 -1.5138 0.0103 0.0301 -0.0025
C -3.8062 -1.5660 -2.5661 -0.0140 -0.0448 -0.0534
C -2.4265 -1.3808 -2.5788 -0.0322 0.0066 -0.1120
C -1.8126 -0.8579 -3.8481 0.1014 0.0518 -0.0011
H 4.7595 -4.2443 0.1461 -0.0045 0.0538 -0.0326
H 5.3337 -2.6638 -0.3808 -0.1007 -0.1180 -0.0089
H 4.4547 -3.7238 -1.5033 0.0024 0.0088 0.0315
H 3.2966 -2.4098 1.0062 -0.0682 0.0204 0.0647
H 2.1303 -4.4639 -0.9509 0.0147 0.0124 0.0090
H 1.1047 -3.5881 0.1659 -0.0733 0.0864 0.0168
H 2.3735 -4.6648 0.7813 -0.0156 0.0490 -0.0318
H 4.7081 -1.2172 -1.9645 0.0419 0.0549 -0.0159
H 3.2652 1.4734 -1.9417 -0.0390 0.0547 0.0227
H 3.4234 0.3999 -3.3577 -0.0084 -0.0183 0.0398
H 4.8420 1.1662 -2.6486 -0.0481 -0.0389 0.0015
H 4.3972 0.9018 0.2120 -0.0399 0.0373 0.0228
H 5.8731 0.2747 -0.4832 -0.0314 -0.0193 0.0223
H 4.9188 -0.7528 0.5795 -0.0196 0.0510 -0.0533
H 3.6606 -2.6725 -3.5405 -0.0950 -0.0254 0.0240
H 3.8284 -4.3677 -5.2459 -0.0421 0.0052 0.0063
H 2.5125 -4.0156 -6.3639 -0.0042 -0.0131 0.0482
H 2.4996 -5.5158 -5.4438 -0.0004 0.0571 0.0079
H 0.1427 -4.7768 -4.7080 0.0239 0.0608 0.0546
H -1.1643 -3.5990 -3.0197 -0.0147 0.0312 0.0056
H -0.7803 -1.9281 1.0990 -0.0911 -0.1476 0.2253
H -1.1630 -3.6211 0.8471 -0.0356 -0.0636 -0.0934
H -2.2406 -2.6002 1.8000 -0.0577 -0.0676 -0.0075
H -4.2347 -2.8278 0.5267 0.0546 0.0589 -0.0871
H -6.1988 -3.3513 -1.7488 0.0305 0.0497 0.0091
H -6.4451 -1.6892 -2.2777 0.0284 -0.0432 0.0292
H -6.4403 -2.0842 -0.5538 0.0429 -0.0138 -0.0210
H -4.3680 -1.3012 -3.4597 0.0600 -0.0228 0.0919
H -1.8627 -1.6121 -4.6366 -0.0361 0.0172 0.0159
H -0.7663 -0.5925 -3.7348 -0.0494 -0.0202 0.0015
H -2.3605 0.0167 -4.2048 0.0096 -0.0152 0.0283
```
Forces are in eV/Å.

Atom charges from the Mulliken analysis, given in e for atoms 1 to 2: number 1, W, carries 0.9797; number 2, C, carries -1.0988

---

Below is a structure of composition C23H37O2Sn at a distorted geometry, with properties calculated with ωB97M-V/def2-TZVPD.

## Properties
**Total charge**: -1
**Energy**: -34373.04282 eV
**HOMO-LUMO gap**: 3.899 eV
**Multiplicity**: 1

The geometry in XYZ format:
```
63
Properties=species:S:1:pos:R:3:forces:R:3
O -7.6264 -1.3716 -1.5354 -1.0204 -0.3342 0.2251
C -8.5390 -1.6344 -0.4273 -0.2252 -0.0605 0.0742
C -9.6482 -2.2082 -1.3433 0.9202 0.3311 -0.1250
H -8.8328 -0.7036 0.0809 0.2876 -0.2917 -0.0196
H -8.1397 -2.3726 0.2821 0.1204 0.3938 -0.1082
C -8.6254 -1.8550 -2.4739 -1.1657 -0.4512 0.0959
H -10.5708 -1.6079 -1.3845 0.2912 -0.4734 0.0861
H -9.8257 -3.2913 -1.2417 -0.1196 0.5526 0.0520
C -9.1928 -0.7991 -3.3891 0.1616 0.2157 -0.3786
H -9.5994 0.0459 -2.8278 0.1331 -0.0247 -0.0592
H -10.0084 -1.2576 -3.9669 0.1414 0.1749 0.1320
H -8.4390 -0.4463 -4.1008 -0.0754 0.0833 0.1164
C -8.1914 -3.0651 -3.2591 0.2345 -0.0431 -0.2888
H -7.8494 -3.8675 -2.6014 0.0702 0.0924 -0.0733
H -7.4011 -2.7987 -3.9698 -0.0019 -0.1383 0.1388
H -9.0533 -3.4259 -3.8358 0.1849 -0.0123 0.1095
Sn 0.0139 0.1271 0.3764 0.8728 0.2556 -1.5023
C 1.8822 -2.0001 0.1283 -0.6914 -0.2749 1.4322
C 1.6062 -1.5281 1.4546 -0.5087 -1.2585 -0.2545
C 0.2153 -1.8272 1.7487 1.0029 -1.4763 -0.1636
H 2.3228 -1.1592 2.1838 -0.1912 0.2331 -0.3320
C -0.3109 -2.5464 0.6143 1.2805 -0.4366 0.7023
C 0.7119 -2.6214 -0.3653 -0.1661 -0.6668 0.6600
H 0.6290 -3.1357 -1.3212 -0.0453 0.3058 0.1528
H 2.8501 -1.9789 -0.3529 -0.1274 0.2256 -0.1008
H -0.2780 -1.6769 2.7100 0.1473 -0.0595 -0.2840
H -1.2494 -3.0943 0.6257 -0.0439 0.4430 -0.2859
C 1.6307 1.6299 -1.4741 -0.7906 0.3819 -0.3331
C 1.1532 0.6172 -2.3500 -0.9826 0.7552 -0.2608
C -0.2650 0.7243 -2.4215 0.6060 0.9768 -0.4853
H 1.7753 -0.0428 -2.9419 -0.0919 -0.2049 0.2656
C -0.6778 1.8161 -1.5905 1.1550 0.5254 -0.9456
C 0.5124 2.4105 -1.0510 -0.2315 -0.1997 -1.0341
H 0.5549 3.3604 -0.5150 -0.0248 -0.4887 0.0461
H 2.6714 1.8412 -1.2370 -0.2051 -0.1074 -0.0117
H -0.9361 0.1780 -3.0867 0.2674 -0.1140 0.3540
H -1.6786 2.2482 -1.5444 0.2393 -0.2420 0.1400
O -2.4292 -0.2627 0.0283 -2.2171 -0.2146 0.0892
C -3.2031 -0.8468 -1.0756 0.4312 0.3773 0.3599
C -4.4800 -1.3783 -0.4383 0.3269 -0.3997 0.2089
H -2.5850 -1.6371 -1.5310 -0.1559 0.4198 0.1197
H -3.4164 -0.0545 -1.8081 0.2038 -0.1628 0.1172
C -4.6900 -0.4410 0.7468 -0.0760 0.1847 -0.1638
H -4.2551 -2.3883 -0.0795 -0.1910 -0.0050 0.0965
H -5.3489 -1.4308 -1.0959 0.2125 0.0789 -0.0445
C -3.2736 -0.1370 1.2088 0.4013 -0.2518 -0.4759
H -5.3328 -0.8669 1.5204 0.1110 0.0436 0.0374
H -5.1434 0.4865 0.3961 -0.1657 0.0412 -0.0283
H -2.9176 -0.8694 1.9448 -0.0272 0.1376 0.0209
H -3.1577 0.8803 1.6024 0.0320 -0.2233 -0.0033
C 1.2576 0.9349 4.0671 0.2921 -0.1339 0.0801
C 0.3249 1.8704 3.3216 0.0824 1.1214 -0.7526
C 0.8006 3.3356 3.3374 0.2368 0.5891 0.6401
C 0.2405 1.7314 1.8094 -0.7651 -0.5966 0.6737
H 2.2388 0.8355 3.5727 -0.3887 -0.0198 0.0165
H 0.8133 -0.0573 4.2019 0.1614 0.0340 -0.2787
H 1.4537 1.3107 5.0721 0.0134 0.1283 0.1654
H -0.7001 1.7517 3.7418 0.5590 0.3140 -0.0674
H 1.7601 3.4454 2.7870 -0.5136 -0.2617 0.3478
H 0.0727 3.9554 2.8046 0.0999 -0.0773 0.0609
H 0.9554 3.8038 4.2996 0.0409 0.1030 0.7980
H -0.6505 2.2729 1.4863 -0.1474 0.4123 0.0000
H 1.0541 2.2669 1.3117 0.0349 -0.2262 0.2459
```
Forces are in eV/Å.

Atom charges from the Mulliken analysis, given in e for atoms 1 to 2: number 1, O, carries -0.3647; number 2, C, carries -0.4471